1) This record from the OMol25 dataset describes a single C5H6N2O molecule. The level of theory is the ωB97M-V functional and the def2-TZVPD basis.

The geometry in XYZ format:
```
14
Properties=species:S:1:pos:R:3
C -0.21 -0.91 1.92
C 0.11 -0.23 0.43
C 0.42 -1.35 -0.37
C 1.01 -0.83 -1.75
N 1.14 -0.57 -2.88
C -0.46 1.01 0.09
N -0.11 1.42 -1.17
O -0.62 2.53 -1.79
H -1.34 -0.74 1.88
H 0.30 -0.44 3.06
H -0.07 -1.99 2.14
H 0.68 -2.34 -0.15
H -1.13 1.65 0.85
H 0.29 2.80 -2.26
```

Results
Orbital gap, eV: 8.3
Highest occupied orbital energy, eV: -9.1
Structure (SMILES): CC(=C/C#N)/C=N/O
LUMO level, eV: -0.79
Charge: 0

Atomic partial charges in e from the Löwdin method, atoms 1 to 4: atom 1 (C): -0.09, atom 2 (C): -0.26, atom 3 (C): -0.01, atom 4 (C): -0.21

2) This record from the OMol25 dataset describes a single C5H6N2O molecule. The level of theory is the ωB97M-V functional and the def2-TZVPD basis.

The geometry in XYZ format:
```
14
Properties=species:S:1:pos:R:3
N -1.41 1.38 0.05
C -0.15 0.59 -0.24
C 1.22 1.19 -0.32
C 2.05 0.04 -0.06
O 3.28 -0.10 0.20
C 1.23 -1.23 -0.33
C -0.19 -0.90 -0.13
N -1.55 -1.29 0.09
H -1.31 2.38 -0.01
H -2.12 0.87 0.49
H 1.44 2.33 0.34
H 1.56 -2.14 0.05
H -2.29 -0.85 -0.58
H -1.77 -2.28 0.45
```

Results
Orbital gap, eV: 7.3
Highest occupied orbital energy, eV: -8.2
Structure (SMILES): NC1=CC(=O)C=C1N
LUMO level, eV: -0.84
Charge: 0

Atomic partial charges in e from the Löwdin method, atoms 1 to 4: atom 1 (N): 0.10, atom 2 (C): -0.17, atom 3 (C): -0.03, atom 4 (C): -0.47

3) This record from the OMol25 dataset describes a single C5H6N2O molecule. The level of theory is the ωB97M-V functional and the def2-TZVPD basis.

The geometry in XYZ format:
```
14
Properties=species:S:1:pos:R:3
C 0.23 -1.27 -1.35
N 0.97 -0.38 -0.48
C 0.60 1.16 0.98
C 0.93 -0.46 0.82
C -0.35 1.31 -0.04
C -1.61 1.44 -0.33
N 1.12 -1.28 1.76
O 1.33 1.88 1.61
H 0.93 -0.87 2.67
H 0.66 -2.27 -1.24
H -0.83 -1.32 -1.08
H 0.33 -0.95 -2.38
H -1.93 1.51 -1.37
H -2.38 1.49 0.43
```

Results
Orbital gap (spin up / spin down), eV: 7.6 / 7.6
Highest occupied orbital energy (spin up / spin down), eV: -9.3 / -9.3
LUMO level (spin up / spin down), eV: -1.63 / -1.63
Charge: 0

Atomic partial charges in e from the Löwdin method, atoms 1 to 4: atom 1 (C): -0.09, atom 2 (N): 0.06, atom 3 (C): -0.37, atom 4 (C): -0.43

4) This record from the OMol25 dataset describes a molecular structure, C5H6N2O. The level of theory is the ωB97M-V functional and the def2-TZVPD basis.

The geometry in XYZ format:
```
14
Properties=species:S:1:pos:R:3
C -1.68 0.37 0.27
C -0.32 -0.37 -0.05
C 0.65 -0.10 0.93
C 2.09 -0.28 0.31
C 0.51 -0.82 -1.33
H 0.42 1.37 1.49
H -2.66 -0.33 1.04
H -2.15 0.69 -0.81
H 0.21 -0.23 2.16
H 3.14 0.04 0.89
H -0.81 -0.29 -2.63
N 1.97 -0.64 -0.95
N 0.15 -0.85 -2.58
O -1.49 1.45 1.26
```

Results
Orbital gap, eV: 6.7
Highest occupied orbital energy, eV: -9.1
LUMO level, eV: -2.40
Charge: 0

Atomic partial charges in e from the Löwdin method, atoms 1 to 4: atom 1 (C): -0.29, atom 2 (C): -0.12, atom 3 (C): -0.17, atom 4 (C): -0.12

Stability, lowest: 4)

1) This record from the OMol25 dataset describes 3 unconnected molecules or ions with the total composition CH9NO3. The level of theory is the ωB97M-V functional and the def2-TZVPD basis.

The geometry in XYZ format:
```
14
Properties=species:S:1:pos:R:3
N 0.09 0.18 -1.21
C 0.00 1.54 -0.74
O 1.40 1.99 -0.72
H 0.14 0.22 -2.21
H 0.74 -0.37 -0.68
H -0.53 2.25 -1.37
H -0.32 1.51 0.29
H 1.49 2.92 -0.94
O -1.20 -0.46 1.36
H -1.49 -0.25 2.24
H -1.48 0.19 0.72
O 0.01 -2.99 1.00
H -0.05 -2.29 0.36
H -0.51 -2.74 1.77
```

Results
Orbital gap, eV: 10.5
Highest occupied orbital energy, eV: -9.9
Structure (SMILES): NCO.O.O
LUMO level, eV: 0.62
Charge: 0

Atomic partial charges in e from the Löwdin method, atoms 1 to 4: atom 1 (N): 0.03, atom 2 (C): -0.30, atom 3 (O): -0.09, atom 4 (H): 0.07

2) This record from the OMol25 dataset describes 3 unconnected molecules or ions with the total composition CH9NO3. The level of theory is the ωB97M-V functional and the def2-TZVPD basis.

The geometry in XYZ format:
```
14
Properties=species:S:1:pos:R:3
N 0.23 1.69 0.50
C -1.03 1.14 -0.13
O -0.99 0.46 -1.42
H 1.08 1.73 0.01
H 0.19 2.19 1.42
H -1.66 2.00 -0.14
H -1.63 0.52 0.52
H -0.39 -0.25 -1.53
O 1.38 -1.05 -1.43
H 0.99 -1.28 -0.55
H 1.12 -0.15 -1.65
O 0.28 -2.23 0.98
H 0.34 -1.72 1.87
H 0.08 -3.04 1.55
```

Results
Orbital gap, eV: 9.2
Highest occupied orbital energy, eV: -8.9
Structure (SMILES): NCO.O.O
LUMO level, eV: 0.33
Charge: 0

Atomic partial charges in e from the Löwdin method, atoms 1 to 4: atom 1 (N): 0.00, atom 2 (C): -0.27, atom 3 (O): -0.05, atom 4 (H): 0.03

Stability, lowest: 2)

1) This record from the OMol25 dataset describes a single C4H9NO molecule. The level of theory is the ωB97M-V functional and the def2-TZVPD basis.

The geometry in XYZ format:
```
15
Properties=species:S:1:pos:R:3
C -2.01 1.04 0.13
C -0.65 0.67 -0.44
C 0.02 -0.51 0.27
C 1.33 -0.84 -0.43
N 2.43 -1.00 0.36
O 1.39 -0.94 -1.65
H -2.43 1.90 -0.39
H -1.93 1.30 1.20
H -2.72 0.20 0.04
H -0.73 0.40 -1.50
H 0.03 1.53 -0.40
H 0.19 -0.28 1.34
H -0.63 -1.39 0.23
H 3.31 -1.15 -0.10
H 2.40 -0.91 1.36
```

Results
Orbital gap, eV: 10.7
Highest occupied orbital energy, eV: -9.8
Structure (SMILES): CCCC(N)=O
LUMO level, eV: 0.93
Charge: 0

Atomic partial charges in e from the Löwdin method, atoms 1 to 4: atom 1 (C): -0.12, atom 2 (C): -0.27, atom 3 (C): -0.14, atom 4 (C): -0.55

2) This record from the OMol25 dataset describes a single C4H9NO molecule. The level of theory is the ωB97M-V functional and the def2-TZVPD basis.

The geometry in XYZ format:
```
15
Properties=species:S:1:pos:R:3
C -1.54 1.21 0.07
C -0.82 -0.03 -0.46
N 0.49 -0.29 0.12
C 1.57 -0.56 -0.81
C 0.68 -0.65 1.40
O -0.21 -0.95 2.17
H -2.52 1.29 -0.41
H -0.99 2.14 -0.15
H -1.69 1.13 1.15
H -0.69 0.07 -1.54
H -1.41 -0.93 -0.25
H 1.77 0.50 -0.90
H 1.21 -1.16 -1.68
H 2.37 -1.19 -0.37
H 1.75 -0.62 1.69
```

Results
Orbital gap, eV: 10.0
Highest occupied orbital energy, eV: -9.1
Structure (SMILES): CCN(C)C=O
LUMO level, eV: 0.87
Charge: 0

Atomic partial charges in e from the Löwdin method, atoms 1 to 4: atom 1 (C): -0.08, atom 2 (C): -0.22, atom 3 (N): -0.20, atom 4 (C): -0.05

3) This record from the OMol25 dataset describes 2 unconnected molecules or ions with the total composition C4H9NO. The level of theory is the ωB97M-V functional and the def2-TZVPD basis.

The geometry in XYZ format:
```
15
Properties=species:S:1:pos:R:3
C 2.39 -0.21 -0.99
C 1.11 -0.59 -1.16
C 0.09 -1.09 -0.20
C -1.17 -0.45 -0.24
N -1.20 0.74 -1.05
H 2.60 0.13 0.15
H 3.13 -0.18 -1.80
H 0.79 -0.62 -2.17
H -0.08 -2.10 -0.05
H -2.00 -0.49 0.38
H -1.89 1.48 -0.89
H -0.23 1.17 -0.95
O -0.76 1.01 2.88
H -0.99 1.04 1.87
H -1.36 0.38 3.31
```

Results
Orbital gap, eV: 9.2
Highest occupied orbital energy, eV: -8.5
Structure (SMILES): C=C/C=C\N.O
LUMO level, eV: 0.75
Charge: 0

Atomic partial charges in e from the Löwdin method, atoms 1 to 4: atom 1 (C): 0.00, atom 2 (C): -0.26, atom 3 (C): -0.10, atom 4 (C): -0.17

Stability, lowest: 3)

1) This record from the OMol25 dataset describes 2 unconnected molecules or ions with the total composition C4H9NO. The level of theory is the ωB97M-V functional and the def2-TZVPD basis.

The geometry in XYZ format:
```
15
Properties=species:S:1:pos:R:3
C 0.84 0.21 1.92
C 0.62 -1.03 1.51
O -0.15 -1.93 2.21
H 1.29 0.91 1.22
H 0.57 0.49 2.92
H 1.02 -1.42 0.59
H 0.32 -2.27 2.98
C 0.63 0.44 -1.92
N -0.60 0.45 -1.67
C -1.30 1.71 -2.01
H 1.24 -0.42 -1.62
H 1.16 1.06 -2.65
H -2.25 1.75 -1.48
H -0.66 2.56 -1.80
H -1.53 1.68 -3.08
```

Results
Orbital gap, eV: 10.5
Highest occupied orbital energy, eV: -9.4
Structure (SMILES): C=CO.C=NC
LUMO level, eV: 1.04
Charge: 0

Atomic partial charges in e from the Löwdin method, atoms 1 to 4: atom 1 (C): 0.02, atom 2 (C): -0.28, atom 3 (O): -0.04, atom 4 (H): 0.05

2) This record from the OMol25 dataset describes a single C4H9NO molecule. The level of theory is the ωB97M-V functional and the def2-TZVPD basis.

The geometry in XYZ format:
```
15
Properties=species:S:1:pos:R:3
C 0.55 1.22 -1.06
N 0.27 -0.01 -0.35
C -0.65 -0.85 -1.09
C -0.16 0.19 1.02
C 0.44 -0.85 1.96
O -0.02 -1.12 3.04
H -0.35 1.84 -1.22
H 0.98 0.98 -2.03
H 1.29 1.81 -0.50
H -0.22 -1.10 -2.07
H -0.84 -1.79 -0.55
H -1.63 -0.36 -1.27
H -1.26 0.19 1.16
H 0.20 1.16 1.38
H 1.38 -1.31 1.58
```

Results
Orbital gap, eV: 10.0
Highest occupied orbital energy, eV: -9.0
Structure (SMILES): CN(C)CC=O
LUMO level, eV: 0.96
Charge: 0

Atomic partial charges in e from the Löwdin method, atoms 1 to 4: atom 1 (C): -0.11, atom 2 (N): -0.30, atom 3 (C): -0.11, atom 4 (C): -0.19

Stability, lowest: 1)

1) This record from the OMol25 dataset describes a single C4H9NO molecule. The level of theory is the ωB97M-V functional and the def2-TZVPD basis.

The geometry in XYZ format:
```
15
Properties=species:S:1:pos:R:3
C -1.92 -0.54 0.32
C -0.46 -0.86 0.05
O -0.13 -2.04 0.05
N 0.48 0.11 -0.18
C 1.83 -0.50 -0.31
C 0.20 1.55 -0.05
H -2.28 0.45 0.05
H -2.49 -1.30 -0.22
H -2.09 -0.70 1.39
H 2.46 0.15 -0.91
H 1.80 -1.48 -0.79
H 2.27 -0.69 0.68
H -0.83 1.78 -0.36
H 0.30 1.93 0.98
H 0.85 2.15 -0.69
```

Results
Orbital gap, eV: 10.1
Highest occupied orbital energy, eV: -9.2
Structure (SMILES): CC(=O)N(C)C
LUMO level, eV: 0.87
Charge: 0

Atomic partial charges in e from the Löwdin method, atoms 1 to 4: atom 1 (C): 0.00, atom 2 (C): -0.53, atom 3 (O): 0.01, atom 4 (N): -0.13

2) This record from the OMol25 dataset describes a single C4H9NO molecule. The level of theory is the ωB97M-V functional and the def2-TZVPD basis.

The geometry in XYZ format:
```
15
Properties=species:S:1:pos:R:3
C -2.28 0.44 -1.27
C -0.87 0.02 -0.98
N -0.10 0.68 -0.22
C 1.29 0.26 -0.23
O 1.92 0.36 1.01
C 1.40 -0.50 2.00
H -2.71 0.99 -0.43
H -2.28 1.10 -2.14
H -2.91 -0.43 -1.51
H -0.51 -0.87 -1.52
H 1.39 -0.77 -0.63
H 1.83 0.94 -0.89
H 2.24 -0.87 2.60
H 0.89 -1.37 1.56
H 0.70 0.03 2.65
```

Results
Orbital gap, eV: 10.7
Highest occupied orbital energy, eV: -9.6
Structure (SMILES): C/C=N/COC
LUMO level, eV: 1.12
Charge: 0

Atomic partial charges in e from the Löwdin method, atoms 1 to 4: atom 1 (C): -0.08, atom 2 (C): -0.24, atom 3 (N): 0.06, atom 4 (C): -0.30

Stability, lowest: 2)

1) This record from the OMol25 dataset describes 3 unconnected molecules or ions with the total composition C4H9NO. The level of theory is the ωB97M-V functional and the def2-TZVPD basis.

The geometry in XYZ format:
```
15
Properties=species:S:1:pos:R:3
C -1.22 -0.83 -0.02
C 0.06 -0.24 0.25
C 1.18 -0.51 -0.73
O 2.27 0.35 -0.60
C -0.38 1.14 0.49
N 0.52 0.62 1.42
H -1.51 0.30 -1.02
H -1.27 -1.69 -0.70
H -1.99 -0.83 0.74
H 1.49 -1.57 -0.62
H 0.77 -0.39 -1.74
H 2.31 0.60 0.34
H -1.37 1.38 0.86
H -1.00 1.19 -1.04
H 0.14 0.47 2.36
```

Results
Orbital gap (spin up / spin down), eV: 8.9 / 8.9
Highest occupied orbital energy (spin up / spin down), eV: -8.8 / -8.8
LUMO level (spin up / spin down), eV: 0.09 / 0.09
Charge: 0

Atomic partial charges in e from the Löwdin method, atoms 1 to 4: atom 1 (C): -0.03, atom 2 (C): -0.56, atom 3 (C): -0.23, atom 4 (O): -0.06

2) This record from the OMol25 dataset describes a single C4H9NO molecule. The level of theory is the ωB97M-V functional and the def2-TZVPD basis.

The geometry in XYZ format:
```
15
Properties=species:S:1:pos:R:3
C 1.68 0.53 0.30
C 0.50 -0.06 -0.74
C -0.88 -0.11 -0.13
C -1.64 -1.37 0.22
N -1.37 1.01 0.27
O -0.52 2.06 0.05
H 1.94 1.59 0.59
H 1.56 0.04 1.27
H 2.58 0.22 -0.20
H 0.47 0.58 -1.64
H 0.82 -1.06 -1.04
H -2.01 -1.29 1.25
H -2.52 -1.55 -0.41
H -1.01 -2.26 0.16
H 0.39 1.66 0.06
```

Results
Orbital gap, eV: 10.1
Highest occupied orbital energy, eV: -9.2
Structure (SMILES): CC/C(C)=N\O
LUMO level, eV: 0.87
Charge: 0

Atomic partial charges in e from the Löwdin method, atoms 1 to 4: atom 1 (C): -0.07, atom 2 (C): -0.13, atom 3 (C): -0.37, atom 4 (C): -0.04

Stability, lowest: 1)